(1)
{"formula": "C4H5N3O", "method": "ωB97M-V/def2-TZVPD", "symbols": ["N", "O", "H", "N", "C", "C", "C", "H", "H", "H", "C", "H", "N"], "xyz": [[-1.84003, 0.68581, -0.42515], [2.78820, 0.49989, -0.25992], [0.98921, 1.10319, 1.41119], [0.82484, -1.16305, -0.52728], [-1.57641, -0.52057, -0.13688], [0.41221, 0.74597, 0.54989], [-0.28406, -0.79437, 0.53581], [0.73045, -1.72261, -1.50905], [-2.50589, -1.22946, -0.07452], [-0.17010, 2.25775, -0.88432], [1.62256, -0.00156, 0.02888], [-0.48586, -1.42717, 1.48733], [-0.50512, 1.56616, -0.19600]], "smiles": "O=C1N[C@@H]2C=NN[C@H]12", "e_above_lowest_ev": 6.2852, "homo_lumo_gap_ev": 9.4, "homo_ev": -9.217}


(2)
{"formula": "C34H51ORbS3Sb2Si", "method": "ωB97M-V/def2-TZVPD", "symbols": ["C", "C", "C", "H", "H", "H", "C", "H", "C", "H", "H", "H", "H", "H", "H", "C", "C", "C", "H", "H", "C", "Sb", "H", "C", "H", "H", "C", "C", "H", "H", "C", "S", "H", "H", "H", "H", "H", "C", "C", "H", "H", "C", "H", "Rb", "H", "C", "H", "C", "H", "S", "C", "H", "H", "H", "C", "C", "C", "O", "H", "H", "H", "S", "Sb", "H", "H", "H", "C", "H", "H", "H", "H", "C", "C", "H", "C", "Si", "H", "H", "H", "C", "H", "C", "C", "H", "C", "C", "H", "C", "C", "C", "H", "H", "H"], "xyz": [[-4.57728, 1.02807, 0.23894], [-3.50064, 4.73271, 4.11671], [0.32942, 4.93584, -0.73920], [-0.80722, 5.28393, -2.54996], [1.69430, -2.59198, 3.82096], [5.29144, -6.06971, 0.98977], [-2.27634, -3.07691, 2.80259], [-5.76847, 2.44888, 2.21408], [-4.31336, -0.86880, 6.38744], [-5.37493, -0.31868, 4.62520], [-5.39347, -1.31098, 2.65974], [2.98946, 2.74398, -0.47065], [4.55183, -0.99302, -2.04784], [4.12084, -4.88374, -0.82225], [0.59324, -3.85091, -0.83720], [-4.81493, 0.56120, 1.68278], [-3.27287, 0.10437, 4.41504], [2.16662, 2.79108, -1.18533], [1.27128, 2.40603, -0.70487], [0.41741, 5.98208, -0.44049], [1.68045, -3.81697, -0.83925], [2.26722, -1.70505, -0.72955], [-4.28140, 2.08009, 0.19566], [0.61678, -2.47852, 3.94513], [3.14445, 2.52889, -3.10544], [4.10904, -6.49255, 3.13773], [1.59337, -4.93793, 1.43954], [3.60733, -5.98334, 2.32499], [-0.97857, -0.56185, 6.85327], [-3.80123, 0.43873, -0.25657], [-2.08069, 4.82932, 2.18666], [-1.40921, 3.05848, -1.91810], [-6.07373, -1.09591, 1.04024], [0.40574, -1.53294, 4.44130], [-0.24725, -5.17994, 2.48194], [0.94628, 3.53200, -3.88673], [-3.01370, -1.34748, 8.02736], [-2.99485, 2.68851, 2.89555], [2.28755, -4.63900, 0.25341], [-2.61807, 6.54209, 3.36407], [4.20030, -0.96386, 0.98198], [0.35267, 2.65179, -4.11850], [-1.53372, 3.68847, -4.21977], [-0.81467, 0.13186, -0.28986], [-4.22031, 2.79300, 4.65692], [-3.62656, 3.35985, 3.94667], [-1.68207, 1.95963, -3.95309], [-2.04359, 0.00980, 5.07933], [-2.76211, -2.20346, 3.23392], [1.14816, 1.21375, -3.33801], [-0.92327, 4.77660, -1.59227], [0.26312, 4.34653, 0.17584], [-1.70540, 2.95870, 1.20370], [3.92632, -2.71049, 1.18746], [-3.08428, -0.94494, 7.02459], [0.14484, -4.61233, 1.63677], [-1.94413, -0.50258, 6.36428], [-1.94104, 0.18265, 1.88648], [1.75775, -5.81493, 3.38276], [-2.89770, -3.47313, 1.99947], [0.37838, 2.49370, -5.19809], [1.89091, 4.55315, -1.57869], [-0.36178, -2.51591, 2.03766], [2.81450, -1.53528, 1.92844], [4.59264, -2.73257, -1.72580], [-0.44572, -4.88826, 0.75963], [3.60515, -5.07861, 0.11213], [-3.99951, 5.22558, 4.94230], [-4.36512, -1.52045, 1.24418], [-6.21745, 1.11955, 3.27734], [2.02813, -4.14400, -1.82059], [3.44163, -1.74359, 1.06193], [-2.21933, 3.45599, 2.02262], [-5.20658, -1.21945, 6.89059], [-5.18371, -0.92593, 1.65844], [-3.17784, 0.80704, 2.65082], [-1.76944, 5.22953, -1.07225], [-1.14771, 0.34333, 4.56458], [3.10550, 1.09155, -2.10052], [-5.98454, 1.37844, 2.24386], [-6.89017, 1.20376, 1.65036], [2.52230, 1.95890, -2.41397], [3.95842, -1.90778, -2.04817], [-2.14279, -3.84365, 3.56566], [-1.09625, 2.84139, -3.68825], [4.26890, -5.74362, 1.12924], [-1.46422, 5.40607, 1.50626], [-2.72515, 5.47225, 3.23435], [2.28578, -5.59190, 2.46223], [-4.40231, -0.34928, 5.09991], [-5.49703, 0.91563, -0.34777], [0.23719, -3.29679, 4.55728], [3.60798, -2.09249, -3.06366]], "homo_lumo_gap_ev": 7.8, "homo_ev": -7.826}


(3)
{"formula": "C28H44ClF5N2O9S2", "method": "ωB97M-V/def2-TZVPD", "symbols": ["F", "H", "H", "H", "F", "H", "C", "C", "H", "H", "C", "O", "C", "H", "H", "H", "H", "Cl", "O", "H", "H", "C", "H", "H", "O", "C", "C", "H", "H", "H", "H", "H", "H", "O", "H", "C", "H", "O", "H", "C", "H", "H", "O", "C", "H", "C", "C", "F", "H", "H", "H", "H", "H", "C", "O", "C", "H", "H", "H", "O", "N", "H", "C", "C", "C", "S", "H", "C", "C", "C", "H", "H", "H", "O", "H", "C", "H", "F", "H", "F", "N", "H", "C", "C", "S", "C", "H", "C", "C", "C", "C"], "xyz": [[0.29560, -4.27531, 1.52300], [-4.06303, -2.83411, -2.30956], [-8.65469, -0.76601, 1.28060], [5.54961, 2.36096, -2.38156], [-0.06049, -1.14856, 1.70723], [-5.03947, -4.01828, -1.47429], [-4.98435, -2.95826, -1.73415], [-5.02849, -2.03564, -0.48236], [0.98423, 3.62141, -4.06050], [-7.20273, -4.03519, -1.16851], [-7.48197, -2.26192, 0.13993], [2.61198, -3.29365, 7.44392], [-8.77054, -1.45372, 0.43961], [2.15574, 1.49080, -3.79226], [-2.94785, -1.51043, -0.91507], [1.54879, 5.18181, -5.86469], [-5.87010, -4.61919, 0.52633], [2.42932, -1.00316, 9.33720], [5.17629, 3.76696, -5.02084], [-4.43193, -2.15850, 1.61034], [-3.75015, -0.31975, 0.08984], [2.31261, 4.46106, -5.55223], [4.57439, -1.10859, 3.78025], [-5.47759, -4.25686, 2.18979], [3.62404, -0.92961, -0.65577], [3.10553, 0.40434, 3.04722], [3.36777, 5.15718, -4.66158], [-4.11823, -0.40803, -1.64249], [-5.79138, -2.73173, -2.43451], [2.71806, 0.43473, 5.61535], [2.07639, 0.41187, 3.53896], [4.77739, -0.76715, 7.40503], [-8.15220, -2.72938, -1.89386], [1.29166, -1.39724, 6.67782], [-9.59539, -2.12395, 0.69923], [1.63367, 3.27596, -4.87136], [2.75225, 2.42884, -1.53103], [3.16622, -3.21585, -0.62248], [5.28572, 1.47058, -3.89175], [4.09028, 6.23391, -5.51232], [1.62900, 5.66598, -3.38371], [2.78256, 4.10096, -6.47628], [3.10927, -4.40118, 2.60472], [-0.38618, -2.13949, 2.65999], [-3.73756, -3.41451, 0.60809], [4.10278, -1.13435, 6.54176], [3.71681, 2.96470, -3.42479], [-1.70459, -2.59429, 2.31846], [4.33112, 1.09043, -2.47434], [3.19680, 5.92301, -2.59724], [4.84580, 6.76048, -4.92255], [3.74965, 3.87530, -1.42993], [-9.08197, -0.87578, -0.43629], [-5.75783, -3.79517, 1.23833], [2.64701, -2.67104, 4.24374], [-4.65603, -2.84310, 0.78240], [0.97866, 2.76548, -5.58370], [4.43102, 1.02226, 6.02632], [5.22200, 0.61857, 3.85818], [-6.26092, -0.33411, 0.47606], [-6.37803, -1.39733, -0.37235], [3.16506, 1.80844, -5.18741], [2.67011, 2.29083, -4.33568], [4.78645, 1.91576, -3.02770], [3.05293, 3.32801, -2.07186], [2.55929, -1.79008, 7.38626], [3.37619, 6.97953, -5.87438], [-7.93276, -3.25526, -0.95984], [3.65493, 0.11716, 0.33593], [3.21758, -0.50093, 1.74113], [2.14587, 3.92082, -2.17811], [-8.84400, -3.77949, -0.65969], [3.32499, 1.49220, 2.71909], [3.95195, 1.29242, 0.03513], [4.65583, -1.99724, 6.03775], [-3.90305, -1.00280, -0.75034], [-7.86616, -3.77399, 1.65997], [-0.49173, -1.51588, 3.91459], [4.57587, 5.81446, -6.39763], [0.19394, -4.20780, 3.79007], [4.32040, 4.18286, -4.04183], [-6.99881, -2.37702, 2.26167], [0.56355, -3.43053, 2.64033], [3.82366, 0.13691, 5.60249], [2.38669, -3.08364, 2.82431], [3.26028, -2.14413, 0.00764], [2.61869, 7.04904, -3.78521], [4.29808, -0.03999, 4.07282], [2.66198, 5.98266, -3.54776], [-7.08245, -3.05348, 1.40231], [2.96831, -1.88605, 1.55056]], "multiplicity": 3, "e_above_lowest_ev": 5.8274, "s2": 2.009, "homo_lumo_gap_ev": [6.2, 6.8], "homo_ev": [-8.927, -9.543]}